1.
C10H14CoO5 | ωB97M-V/def2-TZVPD

The geometry in XYZ format:
```
30
Properties=species:S:1:pos:R:3:forces:R:3
C 0.0332 0.6676 -4.2865 -0.089 1.057 0.800
C 1.7567 -0.0379 -1.1179 10.134 -0.877 2.842
H 0.8702 -1.2765 -4.4356 -0.029 0.005 -0.089
O -2.7775 0.1685 -0.6443 5.118 -0.397 -2.353
H 2.4710 0.3865 3.1301 0.046 0.054 -0.004
H 2.5829 -1.0086 4.1896 -0.103 -0.235 -0.026
C -1.8831 0.0299 3.8730 -0.186 -0.804 0.488
H -1.4399 -0.5548 4.6723 0.135 0.017 0.110
C 1.8957 -0.2723 3.7787 0.341 0.946 0.604
O 2.7853 -0.1332 -0.6078 -4.040 0.415 -1.880
H -0.8705 1.2805 -4.3163 0.156 -0.101 -0.147
H -0.2366 1.4499 3.5991 0.073 -0.394 0.020
C -0.0302 -0.6709 -4.3695 -0.178 -0.977 0.643
H 0.9906 1.1933 -4.2886 -0.142 -0.080 -0.083
H -2.5501 0.7584 4.3213 0.020 0.291 0.028
H 1.3658 -1.5712 2.1746 -0.437 0.197 0.305
C -0.0872 -1.6638 -1.0417 -0.650 -11.040 4.244
O 0.1410 2.7373 -0.3891 -0.087 -5.203 -2.786
H -2.4811 -0.6159 3.2392 -0.132 -0.143 -0.081
O -0.0256 -0.1010 2.2299 0.032 0.061 1.375
C 0.1079 1.6945 -0.9074 0.006 10.805 5.206
H -0.9846 -1.1841 -4.4621 0.065 0.020 -0.105
O -0.1272 -2.7441 -0.5982 0.180 5.624 -2.482
C 0.8490 -0.9860 2.9568 0.199 -1.067 -1.307
Co 0.0116 0.0336 -1.5541 0.245 0.159 -7.412
C -0.8798 0.7614 3.0155 -0.339 1.108 -1.384
C -1.7272 0.0962 -1.1437 -10.681 0.611 3.038
H -1.4347 1.3573 2.2621 0.505 -0.274 0.377
H 1.4856 0.3043 4.6079 -0.065 -0.105 -0.012
H 0.2309 -1.6728 3.5616 -0.095 0.326 0.071
```
Positions in Å, forces in eV/Å.

Output
HOMO (alpha / beta), eV: -21.391 / -21.824
Charge: +3
Spin multiplicity: 5

Atomic partial charges in e from the natural (NBO) method, atoms 1 to 8: -0.39, 0.42, 0.25, -0.26, 0.24, 0.30, -0.63, 0.25

=====

2.
C18H14I3N2O2PrS3Sb | ωB97M-V/def2-TZVPD

The geometry in XYZ format:
```
44
Properties=species:S:1:pos:R:3:forces:R:3
I -1.8968 -3.5350 -3.8963 -0.555 1.043 -1.619
H -4.6981 1.7715 -2.2295 0.129 -0.561 0.205
C 1.3586 1.8684 1.2298 0.949 -1.103 -0.005
H -1.7355 -4.3224 -1.5476 0.647 -0.101 0.445
H 3.8667 -2.0636 3.7438 0.283 0.484 -0.479
O -0.3544 -1.3985 -0.1751 -1.589 0.559 -0.749
I -7.0935 0.8123 -0.5023 -0.346 0.228 0.059
C -0.3865 3.5158 -0.0254 -0.049 -0.327 -1.466
H -2.3518 0.9817 -2.5535 0.030 0.085 -0.277
H 2.7938 -2.3610 1.5032 0.243 0.385 0.286
I 0.9570 -4.0384 -1.8703 1.103 0.240 0.091
O -0.3944 -0.3055 -2.1180 -0.054 -0.243 0.397
C -0.9992 -0.7507 -1.0985 1.250 -0.779 0.351
H 2.9304 2.0977 3.4495 0.090 0.328 0.195
N 2.2277 -0.3866 1.3775 -0.067 0.043 -0.244
C 2.8745 -1.3790 1.9871 -0.303 -0.233 -0.467
H -0.9762 -5.5325 -2.5882 -0.126 -0.077 0.095
C -2.4294 -0.4741 -0.9828 -1.709 1.020 -0.220
C 0.1148 3.8901 1.2114 -1.335 0.648 -0.732
N 0.9316 1.5066 0.0224 -0.404 0.765 -0.622
C 3.5450 -1.1883 3.1641 -0.179 -0.285 1.763
H -0.2399 1.9906 -1.5890 0.199 0.379 0.112
Pr 1.7324 -0.8676 -1.0824 1.296 0.588 -0.614
C -4.3045 0.9346 -1.6362 0.438 0.490 -0.539
C -5.0908 0.3332 -0.6651 -0.151 -0.027 -0.317
C 2.2244 0.8321 1.9091 -0.258 0.318 -0.326
C 3.5489 0.0895 3.7477 0.119 -1.169 -1.283
H 4.0241 0.2797 4.6755 0.397 0.054 0.706
C -1.0048 -4.4793 -2.3382 -0.840 -1.210 0.889
H -5.1425 -1.1687 0.8802 -0.675 -0.114 0.500
H -0.3152 4.7895 1.6605 0.524 -0.296 0.142
S 3.9394 1.1059 -1.5126 -0.217 0.070 0.087
H -1.1587 4.0448 -0.6187 0.653 -0.019 0.810
C 2.9397 1.1014 3.0576 -0.428 0.603 0.259
C -2.9892 0.5139 -1.8262 -0.161 -0.330 0.899
C -3.2557 -1.0349 -0.0139 1.186 -0.356 0.557
S 2.7089 -0.2544 -3.7032 -0.107 0.127 -0.103
C -4.5824 -0.6541 0.1410 1.131 -0.459 -0.212
C 1.0182 3.0646 1.8235 0.321 0.311 1.195
H -2.7652 -1.7383 0.6823 -0.565 0.256 -0.407
S 4.0803 -2.5221 -1.1757 -0.140 0.286 -0.208
Sb 4.8312 -0.7771 -2.6973 -0.271 -0.592 0.461
H 1.3925 3.3424 2.8114 -0.068 -0.240 -0.363
C 0.1246 2.3659 -0.6317 -0.392 -0.787 0.751
```
Positions in Å, forces in eV/Å.

Output
HOMO (alpha / beta), eV: -7.504 / -7.719
Charge: 0
Spin multiplicity: 4

Atomic partial charges in e from the natural (NBO) method, atoms 1 to 8: 0.19, 0.23, 0.18, 0.24, 0.23, -0.71, 0.17, -0.24

=====

3.
C58H74MnN6O2P2SSbSeSi3 | ωB97M-V/def2-TZVPD

The geometry in XYZ format:
```
149
Properties=species:S:1:pos:R:3:forces:R:3
H 1.0842 -0.2233 6.9985 0.049 0.083 0.084
C 5.5668 -1.4603 -0.5408 0.009 -0.114 -0.015
C -1.9794 -2.8006 -4.5152 0.499 0.588 0.044
H -4.4457 2.7898 -3.4421 -0.171 -0.041 -0.090
H -5.7397 3.3751 -0.5954 0.103 0.108 0.032
C -1.4851 4.3500 1.2742 0.190 -0.178 0.037
C 0.6671 -1.0133 6.3945 0.077 0.125 -0.001
H 0.1394 -2.5736 -1.7572 0.184 -0.011 0.193
H 2.4139 -2.8471 -1.9979 -0.070 -0.020 -0.058
H 1.7357 3.5111 -4.6795 0.038 0.026 -0.111
H -2.0981 -2.7683 -5.5901 -0.063 0.009 -0.268
N -3.0277 -0.6417 3.5089 -0.381 -0.654 -0.408
C 5.7854 2.3143 -2.4210 1.387 -0.554 -1.189
H -4.1753 -3.2708 0.7902 -0.041 0.044 0.120
N 1.9205 1.3121 -0.8830 1.790 0.739 -0.493
Se -2.6503 -0.9226 0.5694 -0.307 0.412 0.042
H -1.1146 5.2989 1.6244 0.008 0.119 0.031
C 2.6994 2.1965 -0.2474 -0.299 0.141 0.213
H -7.1866 2.4102 -0.4084 -0.257 -0.117 0.073
C -1.2713 1.9701 0.9994 0.040 -0.020 -0.019
H 1.4045 -0.5915 -4.8163 0.021 0.189 -0.033
C 3.7434 -4.6569 0.5267 0.016 0.070 -0.028
C -6.1587 2.3899 -0.7577 0.536 -0.433 0.273
S 6.4643 1.2792 -3.5242 -0.142 0.237 0.202
C 3.8262 -5.8843 -0.1067 0.117 -0.014 0.085
H 7.3732 3.5587 -2.4097 -0.050 -0.057 0.025
H -3.9418 -1.1537 -5.6279 0.022 -0.246 0.079
H 3.1516 -2.8472 2.8232 0.041 -0.065 0.042
H 1.7636 0.0679 -2.5352 0.158 0.041 0.074
H 1.6945 -4.8540 3.1931 0.122 -0.065 0.092
H -3.6499 3.1375 -1.8982 -0.035 -0.032 -0.011
H -5.3092 2.3040 2.3810 0.119 0.237 0.002
C -0.1567 -1.9687 6.9692 -0.096 -0.044 -0.047
H 0.4908 1.4738 -5.3183 -0.024 -0.072 -0.177
C -3.5499 2.6299 -2.8530 0.197 -0.401 0.024
C -2.3191 2.5433 -6.0625 0.101 -0.640 0.207
H -0.2652 3.3580 -0.9126 0.145 -0.096 0.065
Mn 0.3854 0.3287 -0.3269 -0.133 -1.483 1.101
H 4.1291 0.4674 1.8490 0.026 0.045 0.086
C -0.3934 -3.0553 4.8406 -0.031 -0.083 -0.113
C -0.0363 2.9331 -1.8798 -0.147 0.402 -0.247
H -0.7534 1.0390 1.2840 -0.419 0.273 0.148
H -0.5565 -0.9575 -1.4217 -0.312 -0.559 -0.304
N -0.6350 1.7608 -2.1653 0.312 0.058 0.086
H -1.6024 -2.3700 -1.6726 -0.136 0.115 0.040
C 3.6335 1.0980 -2.5444 0.061 0.311 0.099
C 0.9680 -1.0822 5.0468 0.089 0.060 -0.037
H -1.5310 -5.1813 -0.5350 -0.080 -0.025 -0.092
O 0.1308 -1.0039 1.7983 -0.031 0.695 -0.383
H -2.1163 0.6908 4.7849 -0.056 -0.032 0.001
H -1.4190 0.1403 -7.9884 -0.140 0.099 -0.179
H 2.5703 -5.0438 -3.1343 -0.021 -0.027 -0.096
H 3.4923 -6.9826 -1.9074 -0.021 -0.123 -0.061
P 3.0493 -1.9187 0.5424 0.948 -0.108 0.438
C -0.2152 -6.2502 0.7755 -0.008 0.031 -0.010
C 2.8839 -4.9398 -2.1068 0.048 -0.022 -0.015
H -1.1510 0.2430 3.3718 -0.130 -0.028 -0.032
C 4.6247 -1.0273 0.3842 -0.589 -0.423 0.162
C -4.7172 -3.2526 1.7338 -0.464 -0.585 -0.647
N -4.1364 -2.2930 2.6351 0.445 0.693 0.252
C 4.4536 2.0251 -1.8868 -1.205 -0.189 0.619
H 7.9335 0.8943 -0.0411 0.113 0.041 0.010
H -3.3267 2.9083 -5.8910 -0.182 0.015 0.097
C -2.1573 0.4825 3.7188 0.575 0.695 -0.045
H -5.7619 -3.0030 1.5436 0.098 0.031 -0.019
C 4.8675 0.1141 1.1398 -0.020 -0.060 0.134
C 6.7541 -0.7663 -0.6913 0.035 -0.058 -0.043
H -4.2738 0.0270 -6.8663 -0.063 0.102 -0.251
H -0.0269 0.1236 -6.9420 0.205 0.102 0.034
H 1.6114 -0.3392 4.5948 0.074 0.109 0.055
C -0.6762 -1.9006 -1.9982 0.239 0.232 -0.490
C 0.6842 -6.1583 1.8281 0.045 -0.028 0.099
C 0.9739 -1.5678 -4.6167 -0.647 -0.002 0.212
C 1.0491 3.0412 -3.9914 -0.134 0.138 0.251
H -1.6083 -3.7900 -4.2680 0.163 -0.210 0.107
P 0.8238 -2.1388 2.4965 0.243 -0.504 0.587
H 1.1282 -7.0527 2.2360 0.078 -0.092 0.023
H -0.4499 -7.2149 0.3550 -0.034 -0.125 -0.045
Si -5.2638 1.0282 0.2120 -0.354 -0.255 0.077
H -1.6349 3.1554 -5.4833 0.081 0.087 0.072
C -3.3251 0.8146 0.0102 -0.698 -1.054 -1.138
C 2.4040 0.7847 -2.0253 -0.111 -0.077 0.023
C -1.5011 0.3031 -3.8840 -0.705 -0.714 -0.001
H 3.9743 0.6347 -3.4580 0.024 -0.012 -0.020
H 7.4902 -1.1125 -1.3976 0.089 -0.020 -0.115
C -0.7586 3.1813 1.4514 -0.149 0.086 -0.011
C 3.2061 -3.5737 -0.1543 0.055 0.515 0.181
C 0.3686 1.8965 -4.3364 -0.015 -0.009 0.239
H 4.2388 -6.7276 0.4233 0.060 -0.121 0.037
H -5.1306 0.5937 2.7298 0.108 -0.210 0.109
H 4.1071 -4.5407 1.5362 0.045 -0.078 0.162
C -3.6801 -1.2773 4.5208 -0.361 -0.376 0.089
C 7.0031 0.3608 0.0751 -0.039 -0.032 -0.005
C -0.8209 -5.1094 0.2748 -0.017 -0.063 -0.018
C -5.6063 1.3086 2.0691 0.221 -0.104 -0.737
H 1.6607 -2.0976 -3.9636 0.081 -0.135 0.188
C 3.9442 2.5820 -0.7077 0.033 -0.111 -0.480
H -4.6774 -4.2403 2.1916 0.081 0.069 -0.009
C -2.5638 1.9579 0.4258 0.794 0.525 0.451
Sb -3.3091 0.5083 -2.4921 -0.272 0.114 -0.163
H -2.0965 2.7212 -7.1104 0.062 -0.047 -0.209
H -2.9626 -2.6985 -4.0623 -0.119 0.090 0.111
H -0.9873 -2.9734 0.4603 0.086 -0.068 -0.073
H -6.4997 -0.5051 -1.3417 -0.089 0.090 -0.170
C -0.5458 1.3128 -3.4422 0.422 0.257 -0.113
H 2.9757 -1.0847 2.8315 0.010 -0.070 -0.048
C 2.7919 -3.7146 -1.4746 -0.101 0.139 -0.052
H 0.9599 -2.1094 -5.5562 -0.051 -0.073 -0.218
H -3.3376 5.1175 0.4756 -0.022 0.222 0.026
H -2.6914 3.0086 -3.3945 0.086 0.053 -0.040
H 6.2553 1.6759 1.5911 0.027 0.094 0.064
H -6.1831 2.1857 -1.8233 -0.029 -0.028 -0.186
H 1.1935 4.5735 -2.4754 0.044 0.124 0.065
H -5.0042 -3.0335 4.4471 -0.122 -0.179 0.017
C -4.3717 -2.3095 3.9754 0.095 0.255 0.607
C -3.3266 -1.2561 2.3483 0.319 0.097 -0.403
H -2.5258 1.3674 3.1992 -0.068 -0.125 0.065
H 0.1934 3.2067 1.9644 0.085 0.025 0.035
H -0.7946 -3.8525 4.2305 -0.064 -0.099 0.024
C 3.4014 -6.0261 -1.4183 -0.006 -0.003 0.016
C -0.5149 -3.8767 0.8214 -0.078 0.313 -0.018
C 2.6533 -2.0078 2.3426 -0.466 0.048 -0.676
C -3.9277 -0.0932 -5.8452 0.693 0.262 0.176
Si -0.7762 -1.4906 -3.8576 -0.351 0.045 0.204
H -1.3365 -3.7228 6.6371 -0.071 -0.107 0.070
H -3.6096 -0.9528 5.5381 0.031 0.072 0.200
H 5.3685 -2.3452 -1.1279 0.091 -0.089 -0.075
H -0.3793 -1.9259 8.0237 -0.013 0.010 0.120
H 6.0779 4.0930 -1.4095 -0.047 0.044 0.006
C 6.0570 0.8040 0.9861 0.006 0.016 0.106
H -6.6769 -1.0606 0.2945 -0.196 -0.091 0.239
N 6.4736 3.3736 -1.9901 -0.298 0.337 0.383
Si -2.1968 0.6748 -5.7013 -0.165 -0.066 -0.260
C -1.0734 -0.1545 -7.0022 -0.348 0.307 0.555
C 0.4471 -2.1100 4.2687 0.179 -0.118 -0.587
H 2.3035 2.6121 0.6735 0.020 -0.017 -0.058
N -3.2405 3.1051 0.2542 -0.038 -0.335 0.083
H 4.5128 3.2904 -0.1273 0.027 0.052 0.108
O 1.9503 -1.1982 -0.1777 -1.254 0.754 -0.574
C -2.7228 4.2469 0.6493 0.361 0.332 0.170
H -5.1883 -1.3824 -0.5916 0.023 -0.076 0.010
C 1.0041 -4.9246 2.3647 -0.090 0.066 -0.002
C 0.4101 -3.7754 1.8486 0.036 0.422 0.291
H -1.1246 -1.2367 -6.9643 -0.037 -0.244 0.042
H -4.6542 0.3921 -5.2008 -0.193 0.135 0.104
C 0.7734 3.6225 -2.7565 -0.061 -0.114 0.019
C -5.9646 -0.6435 -0.4075 0.264 0.535 0.239
H -6.6738 1.2325 2.2394 -0.313 -0.022 -0.013
C -0.6942 -2.9812 6.1900 -0.054 -0.025 0.072
```
Positions in Å, forces in eV/Å.

Output
HOMO (alpha / beta), eV: -14.185 / -14.186
Charge: +3
Spin multiplicity: 4

Atomic partial charges in e from the Mulliken method, atoms 1 to 8: 0.48, -0.58, -1.43, 0.57, 0.30, -0.97, -0.86, -0.18

=====

4.
C13H29AgN4O14S2 | ωB97M-V/def2-TZVPD

The geometry in XYZ format:
```
63
Properties=species:S:1:pos:R:3:forces:R:3
O 1.3459 3.6234 -0.1343 0.335 -0.031 -0.210
H 0.6435 5.5286 -0.4733 0.239 -0.056 0.062
H -1.7126 -2.4787 -3.2492 -0.120 0.045 0.249
C -0.2730 -1.4016 2.6249 -0.651 0.575 -0.444
O 0.6469 -1.9757 -0.3414 -0.120 -0.468 0.014
H 3.9806 1.1303 -0.3303 -0.097 0.396 0.113
H -0.2671 5.6550 1.7749 -0.065 0.014 0.026
H 4.9196 1.8880 -3.8547 0.071 0.149 -0.256
C -3.3720 -0.9165 0.6218 0.336 0.148 0.041
H 0.3406 -1.0006 1.8231 0.409 0.083 0.253
H -5.1478 -1.5999 1.3309 0.007 0.003 -0.084
H -3.0558 1.1709 0.3419 -0.004 0.077 0.028
H -4.2297 0.7325 1.6502 0.159 0.167 -0.023
H -4.7143 0.6382 -0.0240 0.090 -0.016 -0.096
H -1.0718 4.0603 1.5091 0.005 0.066 0.260
N -0.3697 -3.3234 -1.8654 -0.229 -0.190 0.194
O 0.9119 4.0342 2.1388 0.134 -0.062 0.069
C 0.2797 4.5795 -0.0889 -0.689 0.216 0.217
O 1.1233 -1.3223 5.9248 -0.042 -0.174 0.695
C -0.1587 4.6447 1.3991 0.018 -0.147 -0.524
O 0.5008 -1.9840 3.6771 0.003 -0.159 -0.142
N -1.2769 2.3116 -2.1501 0.129 -0.243 0.027
O 0.5775 1.7822 1.2650 -0.155 -0.526 0.201
H -3.6325 -3.6940 0.0801 0.077 0.224 -0.094
H 5.3507 0.1724 -4.0543 0.260 0.141 -0.188
H -0.2595 -5.0800 -0.0368 0.121 -0.142 0.044
O -0.7210 1.3442 -2.7226 -0.031 0.038 -0.050
H -2.0949 -0.6688 3.5847 0.021 0.087 0.243
C -3.8880 -3.2824 1.0557 -0.079 -0.054 0.283
H -0.9260 -2.1229 2.1418 0.139 -0.327 0.387
N -4.2334 -1.8766 1.0184 -0.325 0.095 -0.120
O -1.5461 2.1913 -0.9161 0.057 -0.009 0.086
C 4.5792 0.9233 -4.2183 -0.655 -0.516 0.655
O 2.1584 0.1445 -1.6416 -0.268 0.071 -0.178
H -3.0540 -3.4483 1.7393 0.018 -0.090 -0.061
H 1.4742 -4.6298 -0.0417 0.003 -0.224 0.326
H 4.3123 0.9460 -5.2684 0.241 0.219 -0.130
C 4.0835 1.4944 -1.3492 0.437 -0.754 0.044
C -3.8604 0.5105 0.6445 -0.414 -0.362 0.184
N 3.3791 0.4879 -3.5001 -0.144 0.428 -0.064
H 0.3706 -4.0159 1.2371 0.190 0.040 0.058
H -0.0312 -2.4512 -3.7320 0.014 0.140 0.077
C 0.4630 -4.2982 0.1945 -0.181 0.388 -0.728
O -0.3897 0.0459 4.5152 0.053 -0.291 0.245
O 1.9976 -0.0460 4.0141 0.200 -0.007 -0.084
H -0.5544 4.2252 -0.6916 0.129 0.043 -0.067
H 2.5437 0.3245 -4.0391 0.037 -0.342 0.006
C 3.1345 0.6483 -2.1719 0.369 0.302 0.096
C 0.2389 -3.0805 -0.6919 0.110 0.240 0.399
S 1.4998 2.8656 1.2418 -1.272 0.663 -0.389
O 2.8547 2.6827 1.5158 1.309 -0.277 0.387
O -2.2229 -1.2084 0.3047 0.088 -0.158 -0.108
H -0.5758 -1.3325 -2.4860 -0.094 0.045 0.057
S 0.9658 -0.8007 4.6281 -0.244 0.418 -0.638
H 3.8271 2.5484 -1.4348 -0.165 0.023 0.101
H -1.1750 0.5724 2.6739 -0.043 0.049 0.092
H 5.1372 1.3844 -1.6141 -0.098 -0.021 -0.206
H -4.7572 -3.8241 1.4239 0.058 -0.037 0.055
C -0.7012 -2.3366 -2.8738 0.438 -0.290 -0.528
O -1.5318 3.3495 -2.7407 -0.081 0.142 -0.074
H -0.5872 -4.2891 -2.0414 -0.130 0.077 -0.133
C -1.1045 -0.3000 3.3206 0.210 -0.188 -0.606
Ag -0.1443 0.1479 -0.6379 -0.116 0.349 -0.049
```
Positions in Å, forces in eV/Å.

Output
HOMO, eV: -8.518
Charge: 0

Atomic partial charges in e from the natural (NBO) method, atoms 1 to 8: -0.70, 0.19, 0.20, -0.12, -0.70, 0.26, 0.21, 0.20

=====

5.
C3H4N2OS | ωB97M-V/def2-TZVPD

The geometry in XYZ format:
```
11
Properties=species:S:1:pos:R:3:forces:R:3
S 3.1296 -0.8387 -0.2742 -0.653 1.196 0.203
H 1.9383 1.0049 -0.5996 -0.948 0.573 -1.297
N 2.7784 0.8129 -0.1168 0.099 -1.293 1.922
C -0.0113 -0.8680 -0.1837 -1.363 3.448 -0.701
O -1.0360 -1.6070 0.1622 -0.335 -0.979 0.475
N -0.3425 0.4095 -0.4163 1.841 -2.455 0.207
H -2.1448 1.3872 -0.1756 -1.483 2.034 -0.115
H -3.0279 -1.0990 0.6690 -0.584 -0.645 0.063
C -2.1314 -0.7695 0.2200 1.035 1.555 -0.398
H 2.5452 1.0954 0.8618 0.908 -0.364 -0.846
C -1.6978 0.4722 -0.1467 1.483 -3.069 0.487
```
Positions in Å, forces in eV/Å.

Output
HOMO (alpha / beta), eV: -9.087 / -9.024
Charge: 0

Atomic partial charges in e from the natural (NBO) method, atoms 1 to 8: 0.20, 0.39, -0.89, 0.59, -0.45, -0.59, 0.21, 0.21

=====

| no. | strongest force on any atom (eV Å⁻¹) |
| --- | --- |
| 1 | 12.0 |
| 2 | 2.0 |
| 3 | 2.0 |
| 4 | 1.5 |
| 5 | 3.8 |